[1]
DFT (ωB97M-V with the def2-TZVPD basis set) results for a 13-piece molecular cluster, C34H77N9O21 overall in a non-equilibrium geometry.

Last column: Mulliken charge in e.
Element x y z (Å)
C -21.823 -13.581 -9.615  -0.725
O -22.912 -14.491 -9.469  -0.357
C -24.017 -14.199 -10.119  0.735
O -24.279 -13.182 -10.715  -0.632
O -24.816 -15.256 -10.068  -0.385
C -26.103 -15.267 -10.665  -0.652
H -20.960 -14.123 -9.225  0.249
H -21.932 -12.648 -9.069  0.249
H -21.559 -13.465 -10.668  0.415
H -26.467 -14.263 -10.870  0.314
H -26.755 -15.746 -9.936  0.253
H -26.100 -15.898 -11.551  0.257
C -19.893 -6.722 -4.618  -0.238
O -21.061 -5.918 -4.853  -0.436
C -21.116 -5.255 -5.990  0.712
O -20.206 -5.152 -6.794  -0.652
O -22.370 -4.927 -6.224  -0.402
C -22.692 -4.327 -7.496  -0.086
H -20.018 -7.670 -5.137  -0.035
H -19.861 -6.859 -3.541  0.375
H -18.965 -6.250 -4.930  0.196
H -23.766 -4.163 -7.512  0.301
H -22.270 -5.061 -8.173  -0.138
H -22.300 -3.316 -7.613  0.265
C -14.423 -11.427 -9.619  -0.459
O -14.765 -11.375 -11.010  -0.392
C -15.746 -12.177 -11.411  0.905
O -16.302 -12.965 -10.678  -0.755
O -15.939 -11.998 -12.697  -0.338
C -16.973 -12.799 -13.283  -0.403
H -13.504 -10.856 -9.506  0.289
H -14.374 -12.452 -9.270  0.330
H -15.133 -10.838 -9.034  0.013
H -17.964 -12.448 -13.007  0.102
H -16.895 -13.851 -13.007  0.282
H -16.865 -12.788 -14.363  0.253
C -16.717 -9.784 -3.519  -0.623
O -16.586 -10.244 -4.855  -0.390
C -17.569 -10.097 -5.714  0.729
O -18.677 -9.630 -5.577  -0.497
O -17.137 -10.547 -6.883  -0.348
C -17.972 -10.557 -8.023  0.551
H -15.896 -10.244 -2.980  0.245
H -17.684 -10.057 -3.094  0.291
H -16.648 -8.698 -3.449  0.235
H -17.398 -10.948 -8.856  -0.550
H -18.241 -9.526 -8.266  0.100
H -18.906 -11.069 -7.785  0.218
C -16.395 -8.620 -12.687  -0.781
C -16.598 -7.638 -11.555  0.215
O -17.271 -7.918 -10.565  -0.231
N -15.984 -6.443 -11.695  -0.065
C -16.249 -5.362 -10.771  -0.565
H -16.305 -8.083 -13.633  0.533
H -17.351 -9.148 -12.733  -0.162
H -15.598 -9.350 -12.581  0.174
H -15.596 -6.226 -12.596  0.294
H -17.299 -5.410 -10.478  -0.168
H -16.122 -4.392 -11.256  0.398
H -15.599 -5.306 -9.896  0.330
C -20.579 -7.388 -9.069  0.717
C -20.664 -8.824 -9.574  0.357
O -21.485 -9.585 -9.063  -0.731
N -19.783 -9.241 -10.505  2.294
C -19.650 -10.619 -10.889  0.276
H -21.462 -6.880 -9.469  0.414
H -19.678 -6.869 -9.391  -1.154
H -20.691 -7.332 -7.990  -0.281
H -18.945 -8.686 -10.654  -0.794
H -19.135 -11.253 -10.163  -0.422
H -18.994 -10.701 -11.759  -0.487
H -20.611 -11.043 -11.174  0.012
C -24.413 -8.112 -12.420  -1.087
C -24.268 -9.623 -12.465  0.697
O -23.992 -10.202 -13.519  -0.831
N -24.504 -10.328 -11.346  0.147
C -24.670 -9.857 -9.988  -0.811
H -23.532 -7.663 -11.965  0.134
H -25.260 -7.877 -11.773  0.467
H -24.666 -7.812 -13.432  0.323
H -24.623 -11.320 -11.506  0.282
H -25.361 -10.474 -9.417  0.341
H -25.082 -8.849 -9.935  0.352
H -23.706 -9.843 -9.475  0.145
C -22.645 -5.042 -14.682  -1.215
C -21.242 -5.525 -14.395  0.789
O -20.403 -5.595 -15.273  -0.654
N -20.993 -5.799 -13.093  0.295
C -19.751 -6.399 -12.687  -1.492
H -23.270 -5.847 -15.081  0.208
H -22.664 -4.315 -15.492  0.366
H -23.136 -4.656 -13.789  0.312
H -21.711 -5.735 -12.393  0.199
H -18.867 -5.757 -12.749  0.403
H -19.514 -7.296 -13.267  0.205
H -19.827 -6.743 -11.657  0.324
O -20.000 -15.719 -9.344  -0.678
C -19.092 -15.141 -9.923  0.995
N -18.780 -13.846 -9.704  0.049
C -18.160 -15.876 -10.868  -0.876
H -17.993 -13.383 -10.152  0.123
H -19.355 -13.349 -9.044  0.055
H -17.774 -16.774 -10.391  0.344
H -17.327 -15.228 -11.133  0.119
H -18.704 -16.180 -11.762  0.240
O -16.290 -7.017 -5.312  -0.616
C -16.470 -6.440 -6.371  0.004
N -15.843 -5.268 -6.640  -0.339
C -17.452 -6.945 -7.400  1.695
H -16.030 -4.731 -7.464  0.134
H -15.279 -4.892 -5.896  0.264
H -17.764 -6.117 -8.041  -0.518
H -18.271 -7.357 -6.819  -0.660
H -17.083 -7.657 -8.137  0.057
O -19.435 -11.111 -14.529  -0.645
C -20.616 -10.797 -14.379  0.479
N -21.543 -11.694 -14.003  -0.277
C -21.110 -9.391 -14.632  -0.780
H -21.262 -12.598 -13.671  0.205
H -22.475 -11.323 -13.844  0.286
H -22.024 -9.333 -15.225  0.474
H -20.380 -8.781 -15.162  0.445
H -21.349 -8.875 -13.698  -0.050
O -21.411 -4.057 -10.273  -0.594
C -20.295 -3.565 -10.199  0.856
N -19.451 -3.858 -9.177  0.071
C -19.788 -2.507 -11.153  -1.450
H -19.733 -4.534 -8.461  0.017
H -18.519 -3.488 -9.174  0.235
H -19.519 -1.567 -10.675  0.431
H -20.610 -2.392 -11.858  0.352
H -18.910 -2.821 -11.722  0.294
O -24.317 -9.058 -5.036  -0.715
C -23.400 -9.197 -5.829  0.600
N -23.239 -8.355 -6.877  0.130
C -22.316 -10.211 -5.603  -0.433
H -22.543 -8.437 -7.603  -0.342
H -23.933 -7.652 -7.066  0.153
H -21.488 -9.769 -5.045  0.022
H -21.940 -10.659 -6.521  -0.005
H -22.725 -10.951 -4.917  0.408

The calculation puts the LUMO energy at -0.02 eV. The energy above the lowest of the compared OMol25 structures with the same formula, charge and spin is 0.0 kcal per mole. The calculation puts the frontier orbital gap at 0.3358 hartree. As for the charge: 0.



[2]
DFT (ωB97M-V with the def2-TZVPD basis set) results for one molecule with the formula C4H3N3 in a non-equilibrium geometry.

Last column: Mulliken charge in e.
Element x y z (Å)
C 0.387 0.253 -0.164  0.645
C 0.107 1.402 0.621  0.094
C -0.585 -0.811 -0.036  -0.266
C -1.551 -0.542 0.788  -0.573
N 1.522 0.462 -0.816  -0.644
N 1.065 2.273 0.437  -0.564
N 1.880 1.672 -0.423  0.290
H -0.455 -1.730 -0.601  0.382
H -2.449 -0.730 1.311  0.403
H 2.722 2.113 -0.758  0.233

The calculation puts the LUMO energy (spin up / spin down) at -1.02 / -0.13 eV. The energy above the lowest of the compared OMol25 structures with the same formula, charge and spin is 142.6 kcal per mole. The calculation puts the frontier orbital gap (spin up / spin down) at 0.3007 / 0.3337 hartree. As for the charge: 0.



[3]
DFT (ωB97M-V with the def2-TZVPD basis set) results for C17H18FIN3O6PZn as an isolated structure in a non-equilibrium geometry.

Last column: Mulliken charge in e.
Element x y z (Å)
C -1.240 6.462 2.756  -1.024
C -1.876 5.133 2.905  0.696
O -2.675 4.861 3.755  -0.513
O -1.481 4.219 1.978  -0.306
C -1.575 2.882 2.412  -0.738
C -0.497 2.065 1.751  0.191
C -0.630 0.610 2.181  -1.928
C 0.057 -0.303 1.219  1.088
C 1.269 -0.972 1.592  -0.591
I 2.019 -0.671 3.510  0.164
C 1.920 -1.780 0.721  0.839
C 3.192 -2.502 1.023  -1.362
C 3.054 -4.004 0.913  -0.047
N 2.387 -4.738 1.688  -0.622
C 1.398 -1.956 -0.576  0.253
N 2.096 -2.713 -1.435  -0.318
C 1.638 -2.846 -2.649  -0.651
C 0.464 -2.241 -3.023  0.312
P -0.179 -2.326 -4.689  1.169
O -0.377 -0.869 -5.088  -0.579
O 0.853 -2.965 -5.646  -0.467
O -1.561 -3.014 -4.768  -0.487
N -0.282 -1.496 -2.213  -0.639
C 0.188 -1.330 -0.962  0.317
C -0.486 -0.506 -0.017  0.669
C -1.819 0.124 -0.391  -1.435
C -1.763 1.041 -1.533  1.196
O -0.741 1.343 -2.156  -0.752
F -2.880 1.463 -1.993  -0.238
H -1.010 6.842 3.734  0.338
H -0.326 6.370 2.190  0.313
H -1.912 7.139 2.257  0.285
H -2.536 2.445 2.157  0.223
H -1.456 2.802 3.482  0.440
H 0.482 2.444 2.005  0.428
H -0.566 2.156 0.674  0.126
H -1.680 0.343 2.201  0.283
H -0.267 0.477 3.182  0.777
H 3.931 -2.182 0.301  0.247
H 3.592 -2.261 1.991  0.634
H 3.605 -4.482 0.121  0.424
H 1.923 -4.179 2.409  0.263
H 2.210 -3.408 -3.363  0.578
H 0.674 -3.891 -5.866  0.403
H -1.582 -3.959 -4.557  0.388
H -2.458 -0.673 -0.772  0.662
H -2.338 0.534 0.461  0.455
Zn -0.759 0.513 -3.873  0.536

The calculation puts the LUMO energy at -8.68 eV. The calculation puts the frontier orbital gap at 0.2064 hartree. As for the charge: +2.



[4]
DFT (ωB97M-V with the def2-TZVPD basis set) results for one molecule with the formula C26H34N2O3.

Last column: Mulliken charge in e.
Element x y z (Å)
C 3.574 4.583 -4.224  -1.103
C 3.633 3.148 -4.735  -0.351
C 4.151 2.157 -3.692  -1.069
C 3.290 2.043 -2.432  -0.189
C 1.873 1.553 -2.733  -1.446
C 1.072 1.065 -1.523  0.694
C 1.604 -0.234 -0.896  -1.073
N 1.265 -0.112 0.503  0.308
C 1.222 -1.253 1.378  -1.492
C 0.167 -2.257 0.980  1.008
C 0.302 -3.583 1.370  -0.800
C -0.649 -4.521 1.016  -0.688
C -1.744 -4.146 0.256  -0.632
C -1.889 -2.825 -0.130  -0.971
C -0.943 -1.884 0.234  0.259
C 0.966 1.136 0.887  -0.095
O 0.706 1.488 2.024  -0.737
C 1.002 2.040 -0.339  0.483
C -0.221 2.967 -0.364  -1.531
C -1.509 2.169 -0.194  0.392
O -2.096 1.666 -1.134  -0.687
N -1.944 2.099 1.079  -0.010
C -3.143 1.383 1.454  -1.415
C -2.900 0.055 2.132  0.831
C -1.847 -0.134 3.021  0.049
C -1.654 -1.355 3.631  -0.690
C -2.516 -2.422 3.381  0.398
O -2.227 -3.586 4.029  -0.448
C -3.051 -4.702 3.797  -0.777
C -3.583 -2.233 2.513  -0.358
C -3.761 -1.005 1.898  -0.977
H 3.308 5.260 -5.033  0.372
H 2.830 4.691 -3.438  0.236
H 4.541 4.887 -3.828  0.287
H 2.643 2.842 -5.076  0.266
H 4.301 3.110 -5.599  0.379
H 5.159 2.458 -3.396  0.371
H 4.226 1.170 -4.157  0.368
H 3.255 3.015 -1.939  0.268
H 3.786 1.349 -1.750  0.314
H 1.928 0.727 -3.447  0.400
H 1.310 2.358 -3.207  0.329
H 0.047 0.882 -1.862  0.428
H 1.140 -1.124 -1.327  0.418
H 2.693 -0.326 -1.008  0.465
H 2.206 -1.739 1.401  0.431
H 1.003 -0.866 2.379  0.337
H 1.159 -3.881 1.958  0.427
H -0.531 -5.549 1.328  0.442
H -2.481 -4.880 -0.035  0.467
H -2.741 -2.521 -0.718  0.451
H -1.079 -0.855 -0.062  0.430
H 1.906 2.653 -0.274  0.652
H -0.133 3.702 0.437  0.384
H -0.260 3.482 -1.324  0.515
H -1.310 2.369 1.817  0.352
H -3.711 1.226 0.533  0.469
H -3.730 2.027 2.122  0.334
H -1.155 0.667 3.228  0.431
H -0.835 -1.511 4.315  0.471
H -2.626 -5.510 4.390  0.245
H -4.080 -4.517 4.125  0.358
H -3.050 -4.986 2.741  0.235
H -4.276 -3.031 2.299  0.392
H -4.590 -0.877 1.217  0.391

The calculation puts the LUMO energy at 0.79 eV. The energy above the lowest of the compared OMol25 structures with the same formula, charge and spin is 0.0 kcal per mole. The calculation puts the frontier orbital gap at 0.3321 hartree. As for the charge: 0. Its structure (SMILES) is CCCCC[C@H]1CN(Cc2ccccc2)C(=O)[C@@H]1CC(=O)NCc1ccc(OC)cc1.



[5]
DFT (ωB97M-V with the def2-TZVPD basis set) results for one molecule with the formula C3H6N2O in a non-equilibrium geometry.

Last column: Mulliken charge in e.
Element x y z (Å)
N 2.524 0.264 -1.704  -0.394
C 1.721 0.309 -0.872  0.078
C 0.651 0.294 0.148  0.380
O 0.840 -0.837 0.976  -0.544
C -0.750 0.242 -0.548  -0.753
N -1.729 -0.550 0.161  -0.618
H 0.714 1.221 0.729  0.272
H 1.074 -0.546 1.866  0.326
H -0.634 -0.148 -1.564  0.367
H -1.119 1.268 -0.649  0.354
H -2.001 -0.091 1.025  0.246
H -1.290 -1.426 0.432  0.287

The calculation puts the LUMO energy at 0.30 eV. The energy above the lowest of the compared OMol25 structures with the same formula, charge and spin is 38.0 kcal per mole. The calculation puts the frontier orbital gap at 0.3759 hartree. As for the charge: 0. Its structure (SMILES) is N#C[C@H](O)CN.